Formula: C5H8O2
Source: the OMol25 dataset
Level of theory: the ωB97M-V functional and the def2-TZVPD basis

Its spin multiplicity is 1.

Geometry (Å):
C (-2.206, 0.107, -0.854)
C (-1.133, -0.443, 0.080)
C (0.260, 0.079, -0.243)
C (1.319, -0.483, 0.666)
O (1.127, -1.253, 1.584)
C (2.728, -0.044, 0.414)
O (2.881, 1.242, 0.164)
H (-2.266, 1.201, -0.799)
H (-3.190, -0.294, -0.591)
H (-2.005, -0.163, -1.897)
H (-1.117, -1.538, 0.032)
H (-1.372, -0.194, 1.121)
H (0.545, -0.138, -1.284)
H (0.327, 1.175, -0.153)
H (3.814, 0.705, 0.218)

***

Formula: C5H8O2
Source: the OMol25 dataset
Level of theory: the ωB97M-V functional and the def2-TZVPD basis

Its spin multiplicity is 1.

Geometry (Å):
O (2.641, -0.589, 0.157)
C (1.247, -0.551, 0.366)
C (0.618, 0.705, -0.225)
C (-0.863, 0.573, -0.517)
C (-1.762, 0.055, 0.604)
C (-1.864, -1.227, -0.236)
O (-1.163, -0.672, -1.225)
H (2.788, -0.629, -0.800)
H (1.089, -0.596, 1.449)
H (0.771, 1.562, 0.442)
H (1.150, 0.937, -1.154)
H (-1.234, 1.419, -1.101)
H (-1.325, -0.020, 1.603)
H (-2.739, 0.546, 0.678)
H (0.765, -1.448, -0.055)

***

Formula: C5H8O2
Source: the OMol25 dataset
Level of theory: the ωB97M-V functional and the def2-TZVPD basis

Its spin multiplicity is 1. Its structure (SMILES) is C[C@]12CO[C@H]1[C@H]2O.

Geometry (Å):
C (-0.361, -0.652, -1.664)
C (-0.125, -0.234, -0.237)
C (-0.226, -0.987, 1.075)
O (-0.623, 0.227, 1.770)
C (-0.639, 0.950, 0.532)
C (0.756, 0.958, -0.009)
O (1.840, 0.970, 0.865)
H (-0.977, -1.557, -1.717)
H (-0.900, 0.120, -2.224)
H (0.599, -0.750, -2.148)
H (0.707, -1.398, 1.481)
H (-1.016, -1.746, 1.105)
H (-1.452, 1.651, 0.371)
H (0.952, 1.429, -0.962)
H (1.466, 1.019, 1.761)

***

Formula: C5H8O2
Source: the OMol25 dataset
Level of theory: the ωB97M-V functional and the def2-TZVPD basis

Its spin multiplicity is 1. Its structure (SMILES) is CC(=O)C1(O)CC1.

Geometry (Å):
C (1.764, 0.550, -0.202)
C (0.719, -0.347, -0.790)
O (0.976, -1.110, -1.706)
C (-0.815, -0.392, 1.241)
C (-1.294, 0.779, 0.449)
C (-0.676, -0.353, -0.294)
O (-1.451, -1.174, -1.093)
H (2.749, 0.104, -0.269)
H (1.800, 1.466, -0.785)
H (1.601, 0.846, 0.827)
H (-0.761, -1.566, -1.678)
H (-1.546, -1.121, 1.566)
H (0.044, -0.269, 1.905)
H (-2.360, 0.873, 0.295)
H (-0.750, 1.713, 0.535)

***

Formula: C5H8O2
Source: the OMol25 dataset
Level of theory: the ωB97M-V functional and the def2-TZVPD basis

Its spin multiplicity is 1. Its structure (SMILES) is CC(O)=C=O.C=C.

Geometry (Å):
C (1.532, -1.829, -0.619)
C (0.989, -0.481, -0.252)
O (0.939, -0.138, 1.085)
C (-1.438, 1.374, 1.289)
C (-1.768, 1.419, 0.003)
C (0.581, 0.307, -1.233)
O (0.302, 0.909, -2.202)
H (2.409, -2.029, 0.004)
H (0.791, -2.620, -0.450)
H (1.835, -1.859, -1.670)
H (0.182, -0.602, 1.474)
H (-1.828, 0.606, 1.954)
H (-0.741, 2.084, 1.727)
H (-2.423, 0.680, -0.453)
H (-1.364, 2.179, -0.659)

***

Formula: C5H8O2
Source: the OMol25 dataset
Level of theory: the ωB97M-V functional and the def2-TZVPD basis

Its spin multiplicity is 1.

Geometry (Å):
O (-1.800, 1.266, 0.221)
C (-2.065, -0.080, 0.514)
C (-1.073, -0.992, -0.197)
O (0.222, -0.563, 0.238)
C (1.182, -0.369, -0.631)
C (2.292, 0.382, -0.328)
C (2.264, 1.176, 0.841)
H (-0.920, 1.468, 0.582)
H (-3.080, -0.307, 0.164)
H (-2.033, -0.274, 1.596)
H (-1.146, -0.876, -1.284)
H (-1.196, -2.043, 0.091)
H (1.051, -0.859, -1.606)
H (3.077, 0.335, -1.096)
H (3.225, 1.735, 0.895)

***

Number 1: energy -345.6472 a.u.. Number 2: energy -345.6631 a.u.. Number 3: energy -345.7057 a.u.. Number 4: energy -345.7633 a.u.. Number 5: energy -345.7004 a.u.. Number 6: energy -345.6257 a.u..